# C42H40GeMgN4O5S2

A structure of composition C42H40GeMgN4O5S2 (ωB97M-V with the def2-TZVPD basis set, OMol25).

XYZ file:
```
95
C42H40GeMgN4O5S2 | OMol25 | ωB97M-V with the def2-TZVPD basis set
Ge 1.320 2.733 -2.598
S 1.105 -3.048 0.906
S -3.863 -0.902 -3.108
Mg -1.126 -0.881 1.838
O -4.754 -1.851 -3.704
O 0.542 -1.876 1.729
O -0.309 2.311 -4.050
O -2.495 -0.895 -3.618
O -4.390 0.463 -2.958
N -2.595 -2.371 2.556
N -0.902 0.467 3.419
N -2.590 2.181 -4.268
N -1.157 0.305 0.185
C -0.095 -5.560 3.831
C 4.816 -2.990 2.482
C -0.223 3.269 6.608
C 2.854 -2.985 1.127
C -0.082 -6.782 3.168
C 3.459 1.267 -3.655
C 2.239 2.456 -5.369
C 4.189 1.164 -5.935
C -2.443 -2.829 0.159
C -0.915 6.721 -1.603
C 3.611 -2.842 -0.028
C 0.394 4.361 -2.256
C 0.270 -4.401 3.161
C -2.290 1.795 -1.286
C -0.473 0.430 -2.072
C 3.136 1.991 -6.313
C -3.650 -1.455 -1.407
C -3.101 -2.196 1.213
C -2.727 -2.460 -1.147
C -1.919 1.117 4.005
C -0.369 -0.093 -0.815
C 0.037 5.264 -3.262
C -1.462 1.372 -2.307
C -2.091 1.236 -0.045
C 0.099 4.656 -0.925
C -0.561 5.833 -0.599
C 4.994 -2.778 0.082
C 3.439 -3.066 2.386
C -4.353 -0.879 -0.358
C 0.645 -4.495 1.827
C 5.589 -2.849 1.332
C -1.745 2.018 5.032
C 0.290 -6.857 1.833
C 0.337 0.721 3.870
C -0.611 6.441 -2.932
C 0.592 1.607 4.895
C -4.077 -1.239 0.958
C 2.396 2.095 -4.028
C -0.461 2.285 5.506
C 4.354 0.801 -4.607
C -1.450 1.985 -3.652
C 0.651 -5.706 1.148
H 0.362 -0.858 -0.590
H -2.572 2.540 -5.211
H 1.409 3.075 -5.677
H -3.412 1.645 -3.941
H 1.144 0.180 3.389
H -1.425 7.641 -1.353
H 2.831 -3.198 3.272
H -1.084 3.339 7.270
H 3.596 0.988 -2.615
H -2.915 0.897 3.636
H -0.882 7.144 -3.707
H 3.130 -2.798 -0.997
H -2.250 -3.315 2.712
H -0.788 6.063 0.433
H 0.291 -7.809 1.321
H 0.253 5.040 -4.299
H -2.214 -2.931 -1.976
H 1.611 1.764 5.222
H -0.382 -5.512 4.873
H -2.700 1.532 0.800
H 5.178 0.165 -4.316
H -1.733 -3.624 0.365
H 5.293 -3.055 3.450
H 4.884 0.804 -6.682
H -5.099 -0.125 -0.579
H -0.367 -7.682 3.697
H 0.654 3.002 7.194
H -0.050 4.260 6.184
H -4.621 -0.780 1.777
H -3.301 -2.171 3.256
H 0.932 -5.753 0.103
H 0.114 0.033 -2.891
H -2.607 2.505 5.468
H 3.014 2.268 -7.351
H 0.392 3.970 -0.136
H 1.753 2.095 -1.268
H 0.271 -3.442 3.663
H 5.603 -2.684 -0.806
H 6.667 -2.804 1.416
H -3.063 2.531 -1.452
```

Results
* calculated total energy: -144022.540 eV
* charge: +2
* strongest force on any atom: 0.0262 hartree/bohr
* Kohn-Sham gap: 8.03 eV
* lowest unoccupied orbital energy: -5.1 eV
* multiplicity: 1



# C42H40GeMgN4O5S2

A structure of composition C42H40GeMgN4O5S2 (ωB97M-V with the def2-TZVPD basis set, OMol25).

XYZ file:
```
95
C42H40GeMgN4O5S2 | OMol25 | ωB97M-V with the def2-TZVPD basis set
Ge 3.246 -0.321 -0.265
S 0.016 -4.634 -4.279
S -2.635 2.063 -0.923
Mg -0.754 -0.235 0.021
O -1.031 -5.314 -4.988
O 1.163 1.246 -6.615
O 0.385 -3.323 -4.846
O -1.579 1.583 0.096
O 1.183 -5.401 -3.892
N -0.318 -0.018 -2.005
N -2.033 -1.908 0.596
N 0.316 -0.044 1.834
N 0.880 -1.020 -6.723
C -6.060 -0.879 -0.537
C -0.583 -0.784 -4.255
C -5.428 -0.426 0.621
C 3.549 -4.137 -2.831
C -2.571 -3.297 -1.409
C 3.651 2.444 0.173
C 1.286 0.304 4.451
C -0.716 -4.142 -2.706
C 0.304 1.162 2.431
C 0.774 1.368 3.713
C -0.327 -3.175 -0.546
C -3.269 3.569 -0.257
C 0.820 1.088 -3.791
C 3.817 -4.169 -1.466
C -3.985 0.923 -0.724
C 0.832 0.184 -6.126
C 3.546 1.448 -0.809
C -1.677 -2.854 -0.449
C 4.210 3.032 -2.498
C -5.653 -0.429 -1.783
C 0.150 -3.829 -1.666
C 1.301 -0.945 3.825
C -4.192 5.723 -0.721
C 4.021 3.727 -0.187
C -4.385 0.480 0.534
C -4.604 0.478 -1.883
C 3.830 1.749 -2.150
C 1.788 0.474 5.848
C 0.467 0.979 -2.464
C 3.144 -1.857 -1.305
C 3.066 -2.976 -3.440
C 4.299 4.017 -1.518
C 2.870 -1.840 -2.688
C -3.936 4.964 1.557
C -4.336 5.934 0.642
C 0.820 -1.074 2.543
C -3.401 3.768 1.112
C 3.597 -3.042 -0.694
C -0.858 -0.847 -2.906
C 0.336 0.148 -4.698
C -2.080 -3.948 -2.543
C -3.645 4.533 -1.182
H 2.803 -2.990 -4.487
H 3.774 0.982 -2.912
H -6.881 -1.580 -0.459
H -3.080 3.010 1.814
H -6.148 -0.780 -2.678
H 1.210 -1.058 -7.674
H 0.690 -1.890 -6.230
H 2.788 0.051 5.951
H -3.513 4.360 -2.243
H 1.194 -4.090 -1.758
H 4.176 -5.079 -1.005
H 3.452 2.212 1.213
H -3.035 -1.750 0.680
H 1.687 -1.816 4.339
H 0.362 -2.908 0.252
H -3.897 0.848 1.427
H 1.817 1.520 6.142
H 4.447 3.266 -3.527
H -5.768 -0.767 1.591
H -1.741 -2.281 1.498
H 4.601 5.018 -1.795
H 4.107 4.499 0.565
H 1.469 1.881 -4.140
H 3.378 -0.545 1.241
H -2.752 -4.273 -3.327
H 3.795 -3.074 0.373
H -4.047 5.144 2.617
H -4.271 0.830 -2.852
H 1.140 -0.062 6.544
H -1.030 -1.506 -4.920
H 2.479 -0.947 -3.158
H 0.736 2.363 4.136
H -4.758 6.864 0.999
H 0.820 1.696 -1.732
H -1.520 -1.608 -2.530
H -0.105 1.978 1.850
H -4.495 6.484 -1.426
H -3.631 -3.093 -1.309
H 0.839 -2.041 2.055
H 3.676 -5.028 -3.428
```

Results
* calculated total energy: -144021.034 eV
* charge: +2
* strongest force on any atom: 0.0127 hartree/bohr
* Kohn-Sham gap: 5.67 eV
* lowest unoccupied orbital energy: -7.2 eV
* multiplicity: 1